No. 1
2 unconnected molecules or ions with the total composition CH2BrNO4. Source: OMol25; level of theory: ωB97M-V with the def2-TZVPD basis set.

```
9
Properties=species:S:1:pos:R:3:forces:R:3
C 0.55664 0.21593 0.43581 -2.4 2.0 -2.0
N -0.07431 -1.02333 -0.04134 0.2 -0.4 0.3
O 0.46336 -1.62595 -0.92664 -0.1 -0.3 -0.1
O -1.05662 -1.32384 0.60239 -0.4 -0.3 0.0
O 0.05974 0.75213 1.49395 0.3 -0.4 -0.1
O -0.92530 0.90276 -1.12551 1.4 -0.7 2.1
Br 2.20788 0.63887 -0.20241 0.3 0.1 0.3
H -0.82131 0.32324 1.66195 0.3 0.0 -0.3
H -0.41007 1.14017 -1.89821 0.3 0.1 -0.3
```
Positions in Å, forces in eV/Å.

For the energy above the lowest of the compared OMol25 structures with the same formula, charge and spin, the calculation gives 4.329 eV. Its total charge is 0. The frontier orbital gap (alpha / beta) comes out at 0.2992 / 0.2992 Eh.



No. 2
A molecular structure, C24H38AlBeCl2F4N3O22. Source: OMol25; level of theory: ωB97M-V with the def2-TZVPD basis set.

```
95
Properties=species:S:1:pos:R:3:forces:R:3
C -2.63672 2.35366 -1.40153 -0.2 0.3 0.4
C -2.66029 0.86649 -2.00087 0.4 0.4 0.8
C -4.12188 0.29458 -2.34443 0.2 -1.1 -3.8
O -4.29821 -0.12506 -3.52579 0.4 1.7 4.5
O -5.19902 0.21506 -1.42403 1.9 -0.5 -1.1
C -4.99409 -0.93974 -0.51963 -0.2 0.4 0.2
C -4.19207 -0.34491 0.72655 -1.0 -0.4 0.2
C -2.99136 -1.20916 1.31368 1.1 0.6 1.6
N -1.84305 -0.23975 1.49010 1.3 -0.3 -1.6
C -0.61129 -0.63082 0.75287 1.4 1.0 -1.1
O 0.26599 0.13904 0.29308 -3.5 -3.2 2.0
C -0.66820 -2.23171 0.67034 -1.7 0.2 -0.2
C -0.04764 -2.66277 2.09308 0.8 -0.1 -0.5
C -0.12815 -2.98530 -0.62739 0.8 -0.7 1.5
N 1.35970 -2.81581 -0.84692 -2.0 0.6 -1.3
C -2.28560 -2.36173 0.47290 0.6 0.5 0.3
F -2.78153 -3.69519 0.71774 0.6 2.4 -0.6
H -3.53822 2.92846 -1.79764 1.1 -0.8 0.7
H -1.70674 2.95972 -1.70539 -1.3 -1.3 0.3
H -2.63625 2.35185 -0.24600 -0.2 0.0 -1.9
H -1.97805 0.87407 -2.92508 -1.6 -0.4 1.2
H -2.14860 0.19284 -1.22593 -0.8 0.8 -1.1
H -4.46645 -1.75020 -1.11963 -0.6 0.9 1.0
H -6.05757 -1.30702 -0.26732 1.8 0.6 -0.3
H -3.83535 0.71210 0.45118 -0.4 -1.9 0.3
H -4.95784 -0.18890 1.57764 1.2 -0.2 -1.3
H -3.28614 -1.49085 2.39030 0.4 -0.3 -1.7
H -1.66459 0.05970 2.49348 0.2 -0.3 -2.1
H 1.07942 -2.86438 1.95762 -1.9 0.3 0.1
H -0.50428 -3.61422 2.52555 0.4 1.5 -0.8
H -0.09398 -1.76968 2.82354 -0.2 -1.6 -1.0
H -0.62548 -2.66502 -1.61020 0.4 -0.2 1.3
H -0.36075 -4.10740 -0.47755 0.4 1.7 -0.3
H 1.51692 -3.24625 -1.78406 0.7 -0.1 1.2
H 1.48132 -1.79134 -1.02090 0.7 -0.7 1.0
H -2.39400 -2.02309 -0.61210 -0.4 -1.2 1.1
C -5.25161 6.14490 -2.02811 0.8 -0.3 0.1
C -3.81643 5.73903 -1.90314 2.2 -0.6 0.2
N -2.68433 5.41709 -1.80195 -3.1 1.8 -0.3
H -5.32050 7.11170 -2.52957 0.1 -0.1 0.0
H -5.79759 5.40060 -2.61055 0.1 0.0 0.0
H -5.70173 6.22336 -1.03709 0.1 -0.1 0.0
C 4.66548 -0.53818 2.13884 0.5 0.2 -0.9
C 5.08092 -0.52425 3.57436 0.1 0.7 0.3
O 3.87163 -0.77682 4.26205 0.0 -0.9 -0.7
C 3.12194 -1.52443 3.41193 -0.7 -0.2 0.3
O 2.15256 -2.14980 3.74767 0.8 0.5 -0.1
O 3.60441 -1.48402 2.14079 -0.4 -0.1 0.8
F 5.53665 0.69741 3.93575 0.2 -0.1 0.1
H 4.28808 0.43004 1.80001 0.1 0.0 0.2
H 5.47138 -0.85253 1.47340 -0.2 -0.2 0.0
H 5.81936 -1.28769 3.83818 0.0 0.1 0.1
O 4.23701 2.70583 6.13917 -0.4 -0.3 -0.1
Cl 3.26666 1.69841 6.50095 0.7 -0.1 0.5
O 3.95090 0.51032 6.95651 -0.3 0.4 -0.1
O 2.45275 1.37779 5.34597 -0.2 0.2 0.1
O 2.41754 2.20094 7.55829 -0.1 -0.2 -0.3
Be -1.89939 0.39882 4.00367 0.0 0.4 1.9
C -0.96413 -4.84315 4.86015 0.0 -0.5 -0.5
O -1.05018 -5.62669 3.92387 0.0 0.0 0.0
O -1.62683 -3.79756 4.98342 -0.2 0.4 0.2
O -0.20008 -4.97111 5.83487 0.2 0.1 0.3
Al -0.70134 6.95404 -1.48371 -0.1 -0.7 0.1
C 8.31123 1.16310 -3.08620 0.1 0.2 0.0
O 7.22267 2.07034 -3.00873 0.0 -0.4 0.1
C 5.96614 1.40342 -2.88618 0.0 0.5 0.3
C 5.47316 1.40977 -1.44258 0.0 -0.4 -0.2
O 6.31718 0.62278 -0.60206 0.2 0.3 -0.1
C 7.21098 1.41951 0.16415 -0.1 -0.1 0.1
H 9.23392 1.72450 -2.92573 -0.1 0.1 -0.1
H 8.25510 0.38496 -2.32076 -0.1 0.0 -0.1
H 8.34654 0.71058 -4.08235 0.1 -0.1 0.0
H 6.02933 0.38106 -3.27542 0.0 0.0 0.1
H 5.24819 1.95361 -3.50286 0.0 0.0 0.0
H 4.47794 0.95460 -1.41060 0.0 0.1 0.0
H 5.38611 2.43250 -1.06139 0.0 -0.1 -0.1
H 6.66938 1.89867 0.98572 0.1 0.1 0.0
H 7.70423 2.18130 -0.44527 -0.1 0.0 0.0
H 7.97659 0.76387 0.58522 -0.1 0.0 0.0
F 2.73714 -3.68865 0.96885 -0.9 0.4 -1.2
C -6.71950 -1.73857 -4.50815 0.6 0.6 -0.3
C -7.00051 -3.20465 -4.42455 0.2 -0.4 0.3
O -8.22759 -3.25845 -3.72544 0.0 0.4 -0.6
C -8.87215 -2.09670 -4.03218 -1.5 0.6 0.3
O -10.03776 -1.90588 -3.84574 1.0 -0.2 -0.1
O -8.02625 -1.18227 -4.58382 -0.5 -0.6 0.2
F -6.05625 -3.84040 -3.68834 0.1 -0.2 0.0
H -6.21289 -1.35475 -3.62000 0.0 -0.2 -0.1
H -6.13003 -1.47672 -5.38767 -0.2 0.1 0.1
H -7.10817 -3.69896 -5.39457 0.1 -0.1 0.1
O 3.14218 3.89931 0.05661 -0.1 -0.1 -0.1
Cl 2.18244 2.89024 0.45215 0.1 0.1 0.4
O 2.88460 1.71145 0.91458 -0.2 0.2 -0.3
O 1.35312 2.54262 -0.68524 0.0 0.2 -0.2
O 1.34980 3.40650 1.51559 0.0 0.0 -0.2
```
Positions in Å, forces in eV/Å.

Its total charge is 0. The frontier orbital gap comes out at 0.0706 Eh.



No. 3
2 unconnected molecules or ions with the total composition C6H13O2S. Source: OMol25; level of theory: ωB97M-V with the def2-TZVPD basis set.

```
22
Properties=species:S:1:pos:R:3:forces:R:3
C 0.12550 -2.05453 -0.22715 2.1 1.0 1.0
C 0.83828 -1.92573 1.16339 -0.6 -2.8 -0.5
C 1.08419 -1.69668 -1.45150 -3.2 -4.0 0.6
C -1.51005 2.28342 -0.01380 -2.4 -2.3 -0.6
C 0.87206 1.79634 0.05034 -0.4 -0.5 0.0
C -0.27973 2.44668 0.61494 1.2 0.6 2.9
O -1.98082 -1.15052 -1.53067 1.2 0.4 1.3
O -2.11211 -1.16705 0.94385 0.1 -0.3 0.8
S -1.22267 -0.96566 -0.21141 -1.9 -0.7 -2.5
H 1.37883 -1.00543 1.32116 0.3 0.4 0.1
H 0.09109 -2.11608 1.93656 -0.1 0.7 0.1
H 1.51033 -2.82113 1.34663 -0.2 1.1 -0.6
H 1.86552 -1.12032 -1.08532 1.3 1.8 0.1
H 0.25691 -1.35304 -2.11514 1.6 0.3 -0.5
H 1.55403 -2.69679 -1.79841 -0.8 1.5 0.2
H -1.77487 1.09452 -0.02141 0.3 2.3 0.1
H -2.24577 2.78918 0.59537 -0.8 0.1 -0.5
H -1.48322 2.50972 -1.06786 -0.4 0.4 -0.5
H 0.96640 0.81901 0.48263 -0.4 -1.2 -0.1
H 1.80272 2.16203 0.35420 1.6 1.4 -0.2
H 0.65173 1.72687 -0.99642 0.8 -0.3 -0.8
H -0.38835 2.44519 1.71000 0.5 0.3 -0.2
```
Positions in Å, forces in eV/Å.

For the energy above the lowest of the compared OMol25 structures with the same formula, charge and spin, the calculation gives 5.672 eV. Its total charge is -1. The frontier orbital gap (alpha / beta) comes out at 0.2422 / 0.2603 Eh.



No. 4
2 unconnected molecules or ions with the total composition C5H13NO3P. Source: OMol25; level of theory: ωB97M-V with the def2-TZVPD basis set.

```
23
Properties=species:S:1:pos:R:3:forces:R:3
C 2.29582 1.41895 -0.76976 -4.4 -0.1 -2.6
C 1.55715 0.32499 1.39307 0.8 4.3 -2.6
C -2.15525 -1.97432 0.07474 0.2 -0.6 -0.2
C 1.20086 0.44979 -0.15599 1.5 3.9 3.2
C -2.23293 -0.77914 -0.73947 0.5 -0.1 0.5
N 0.99223 -0.79075 -0.64638 -0.1 -1.3 -2.1
O -1.98941 0.84212 1.40563 0.5 -0.1 0.5
O -1.51374 1.79652 -0.95166 0.2 0.4 -0.4
O -3.89257 1.06816 -0.18685 0.2 1.1 0.4
P -2.24010 0.85653 -0.06117 -0.9 -0.3 -0.2
H 2.35529 2.36459 -0.21707 0.5 -0.6 -0.1
H 3.11015 0.80975 -0.95225 2.5 -0.6 0.1
H 1.84730 1.64318 -1.83179 1.0 0.0 1.7
H 2.62613 0.31173 1.40137 0.9 0.3 0.6
H 1.25849 -0.57753 1.61892 -2.0 -4.4 2.0
H 1.07858 1.17382 1.91394 0.5 -0.7 0.1
H -1.29813 -2.60376 -0.14244 1.0 0.4 0.5
H -2.89292 -2.73702 -0.06899 -1.4 -0.1 -0.5
H -2.28304 -1.59084 1.04090 0.6 -0.3 2.1
H 0.35593 1.16158 -0.03175 -0.6 -1.0 -0.9
H -2.56307 -0.97599 -1.69318 -0.5 0.3 -2.5
H -4.00224 1.78162 0.47993 -0.4 -0.6 -0.5
H 1.35672 -0.81883 -1.62420 -0.4 -0.1 0.6
```
Positions in Å, forces in eV/Å.

For the energy above the lowest of the compared OMol25 structures with the same formula, charge and spin, the calculation gives 4.504 eV. Its total charge is -1. The frontier orbital gap (alpha / beta) comes out at 0.3238 / 0.2538 Eh.



No. 5
2 unconnected molecules or ions with the total composition C6H12O. Source: OMol25; level of theory: ωB97M-V with the def2-TZVPD basis set.

```
19
Properties=species:S:1:pos:R:3:forces:R:3
C -0.51935 -1.47584 -0.46198 0.0 -0.1 0.0
C -0.03109 -0.20237 -1.15986 -0.1 0.1 0.0
C 1.30326 0.30432 -0.63909 0.1 0.2 0.0
C 2.47323 -0.65644 -0.68352 0.1 0.0 0.1
O 1.43398 1.43597 -0.21886 0.0 -0.4 -0.2
H -1.53869 -1.71573 -0.78072 0.2 0.0 0.0
H 0.11209 -2.33892 -0.69862 -0.1 0.1 0.0
H -0.53617 -1.34360 0.62524 0.0 0.0 -0.2
H -0.75340 0.60901 -1.03539 0.1 -0.1 0.0
H 0.07470 -0.39060 -2.23743 0.0 0.0 0.1
H 2.26840 -1.54571 -0.07720 0.0 0.1 -0.1
H 2.64347 -0.99819 -1.71139 -0.1 0.0 0.1
H 3.36846 -0.15868 -0.30713 -0.1 -0.1 -0.1
C -2.25271 1.02598 1.46179 0.1 0.1 0.0
C -1.20364 1.80945 1.68830 -0.1 -0.1 0.0
H -2.83375 0.59284 2.27238 0.1 0.1 -0.1
H -2.57764 0.78233 0.45168 0.1 0.0 0.2
H -0.88674 2.05029 2.70053 -0.1 -0.1 -0.1
H -0.60471 2.22675 0.88238 -0.1 -0.1 0.1
```
Positions in Å, forces in eV/Å.

The SMILES is CCC(C)=O.C=C. For the energy above the lowest of the compared OMol25 structures with the same formula, charge and spin, the calculation gives 1.194 eV. Its total charge is 0. The frontier orbital gap comes out at 0.3867 Eh.



No. 6
A single C4H5NO2 molecule. Source: OMol25; level of theory: ωB97M-V with the def2-TZVPD basis set.

```
12
Properties=species:S:1:pos:R:3:forces:R:3
C -0.46371 -2.58256 -0.44127 0.0 -0.2 0.1
O -0.11540 -1.30004 -0.94048 0.2 -0.1 -0.1
N -0.91849 -0.32305 -0.35506 0.3 0.8 0.2
C -0.37011 0.77704 -0.27372 -0.3 -0.4 0.0
C 0.15327 1.97759 -0.15401 0.0 -0.1 -0.1
C 0.86703 2.39829 1.07108 0.0 -0.2 0.2
O 0.80513 1.83534 2.13718 0.1 0.1 -0.3
H -0.19025 -2.67888 0.61279 -0.1 0.0 -0.1
H -1.52904 -2.79482 -0.56843 0.1 0.1 0.0
H 0.13674 -3.27947 -1.02953 -0.1 0.1 0.1
H 0.12799 2.67165 -0.98574 -0.1 -0.1 0.0
H 1.49686 3.29891 0.92719 -0.1 0.0 0.1
```
Positions in Å, forces in eV/Å.

The SMILES is CON=C=CC=O. For the energy above the lowest of the compared OMol25 structures with the same formula, charge and spin, the calculation gives 4.005 eV. Its total charge is 0. The frontier orbital gap comes out at 0.3642 Eh.



Total energy in Eh, matching the order above: -2968.82006, -4332.53049, -784.92731, -820.12289, -311.01538, -360.52223